Entry 1:
CH2AgLiO2 | ωB97M-V with the def2-TZVPD basis set

Last column: Mulliken charge in e.
Element x y z (Å)
Ag -0.479 -0.591 -1.106  0.344
H -0.709 1.661 1.887  0.214
O -1.721 0.188 0.930  -0.378
H -1.391 0.240 2.940  0.227
C -1.221 0.679 1.937  0.000
O 1.453 -0.130 -0.248  -1.164
Li 2.977 -0.759 -0.651  0.758

Computed properties:
Orbital gap = 0.242 hartree
Relative energy (zero: lowest compared OMol25 entry of this formula, charge and spin) = 0.00 kJ/mol



Entry 2:
CH2AlO4 | ωB97M-V with the def2-TZVPD basis set

Last column: Mulliken charge in e.
Element x y z (Å)
Al -0.163 -1.629 0.536  0.978
O -1.925 -0.841 0.393  -0.421
H -2.511 -1.413 -0.139  0.352
O 1.086 1.708 -0.526  -0.347
C 0.793 0.443 -0.267  0.911
O 0.170 -0.217 -1.117  -0.450
O 1.009 -0.088 0.868  -0.385
H 1.540 2.037 0.253  0.361

Computed properties:
Orbital gap = 0.258 hartree
Relative energy (zero: lowest compared OMol25 entry of this formula, charge and spin) = 0.00 kJ/mol
Total charge = +1